1.
Density functional theory data (the ωB97M-V functional and the def2-TZVPD basis) for C26H35N2O2P2PdTe as an isolated structure.

Structure (XYZ):
```
69
Properties=species:S:1:pos:R:3:forces:R:3
Pd 1.124321 0.841796 0.840814 -0.57 0.01 0.42
C -2.601006 1.834223 2.171782 0.18 -0.04 -0.08
P -1.371379 0.892898 1.159125 -0.37 0.06 0.01
C -2.603768 -0.258584 0.389927 0.20 0.01 0.07
C -1.081213 2.035023 -0.242800 -0.21 0.03 -0.14
C -1.424919 3.382097 -0.215730 -0.14 0.03 -0.03
C -1.064717 4.227509 -1.251238 -0.03 0.07 0.05
C -0.357274 3.735425 -2.331410 0.01 0.10 -0.08
C 0.004635 2.401812 -2.364441 -0.07 0.02 0.02
C -0.334413 1.540887 -1.327552 -0.24 0.13 -0.20
P 0.230637 -0.203915 -1.306620 0.07 -0.11 -0.90
C -0.798411 -0.799240 -2.758230 -0.01 -0.06 0.25
C 1.805532 -0.051344 -2.252102 0.02 -0.10 0.03
H -2.133659 2.670736 2.685786 0.04 0.10 0.04
H -2.988355 1.150506 2.928005 0.01 -0.01 0.01
H -3.426661 2.193835 1.558883 -0.10 0.09 -0.01
H -3.220528 0.279688 -0.331406 -0.06 -0.04 0.00
H -3.234404 -0.668145 1.179105 -0.02 -0.05 0.02
H -2.083081 -1.074958 -0.108254 -0.06 -0.02 0.01
H -1.939676 3.801419 0.637043 -0.08 -0.03 0.05
H -1.308268 5.279482 -1.201738 -0.07 0.07 0.02
H -0.071699 4.388305 -3.144839 0.04 0.08 -0.03
H 0.583345 2.046978 -3.204723 0.05 -0.12 -0.06
H -0.759130 -0.080795 -3.575098 0.02 0.04 -0.13
H -1.837191 -0.935060 -2.462027 -0.07 -0.02 0.02
H -0.405972 -1.759111 -3.091668 0.02 -0.08 -0.06
H 1.637158 0.104631 -3.317946 -0.01 0.08 -0.07
H 2.362230 -0.980620 -2.109136 0.05 0.16 0.00
H 2.385707 0.771535 -1.818907 -0.04 -0.24 -0.20
O 6.570526 0.963664 -0.571633 0.17 -0.03 -0.25
C 6.496366 1.914453 0.459544 -0.08 -0.11 0.32
N 6.226812 3.243736 -0.027012 0.21 0.16 0.00
C 5.010063 3.863384 -0.213950 0.63 0.20 -0.41
O 4.930910 4.741441 -1.066343 -0.17 -0.01 0.03
C 3.870454 3.470404 0.618622 -0.87 -0.07 0.22
C 3.924419 3.152853 1.989590 -0.14 -0.03 -0.20
C 2.769797 2.775412 2.625110 0.02 0.04 0.01
C 1.560679 2.706592 1.886495 -0.11 0.93 0.45
N 1.469214 3.258474 0.645053 -0.40 0.00 0.40
C 2.594368 3.555702 0.037205 0.98 0.17 -0.15
H 5.678983 0.673851 -0.807482 -0.10 -0.13 0.24
H 7.492407 1.924065 0.922009 -0.26 -0.05 -0.03
H 5.738482 1.630638 1.198817 0.19 0.02 -0.14
H 6.906481 3.565271 -0.708781 -0.19 0.05 0.11
H 4.857056 3.244093 2.531775 0.03 -0.12 0.02
H 2.765629 2.506795 3.673664 0.03 0.00 -0.02
H 0.610994 2.680155 2.445456 0.41 -0.11 -0.16
H 2.506397 3.943959 -0.971533 0.08 -0.05 -0.07
C 2.593341 -5.704071 4.374421 0.05 0.13 0.02
C 2.802043 -4.453942 3.566587 -0.04 -0.11 -0.04
C 3.883520 -4.297990 2.713834 -0.05 -0.15 0.22
C 4.063382 -3.140381 1.971625 0.03 0.03 -0.12
C 5.237184 -3.021738 1.051878 -0.01 -0.01 0.04
C 3.133075 -2.102182 2.064644 0.06 0.26 -0.13
Te 3.380046 -0.370341 0.860362 1.00 -0.47 0.13
C 2.056665 -2.238119 2.946265 -0.18 0.09 0.08
C 1.032272 -1.163058 3.099646 -0.10 0.02 -0.13
C 1.898530 -3.409165 3.666739 0.10 -0.17 0.06
H 3.232622 -6.509471 4.019872 0.00 -0.12 0.00
H 1.551692 -6.022651 4.325876 -0.01 -0.11 -0.01
H 2.826930 -5.521508 5.424411 0.03 -0.07 0.10
H 4.607093 -5.099788 2.624002 0.08 -0.08 -0.02
H 5.894779 -3.882957 1.134301 0.07 -0.15 -0.02
H 5.802451 -2.118895 1.275397 0.11 0.09 -0.03
H 4.887468 -2.915952 0.025756 0.08 -0.01 -0.14
H 0.490555 -1.054505 2.140733 0.23 0.11 0.61
H 1.504703 -0.201103 3.349910 -0.21 -0.22 -0.21
H 0.316029 -1.404882 3.883059 -0.11 -0.10 0.12
H 1.040058 -3.515973 4.320681 -0.06 0.03 0.07
```
Positions in Å, forces in eV/Å.

Summary:
total charge = -1
highest occupied orbital energy = -3.0916 eV
energy relative to the best compared isomer or geometry (same formula, charge and spin) = 145.8 kJ/mol

***

2.
Density functional theory data (the ωB97M-V functional and the def2-TZVPD basis) for a single C6H10N2 molecule.

Structure (XYZ):
```
18
Properties=species:S:1:pos:R:3:forces:R:3
C -1.157008 -0.903623 -1.186721 0.19 0.05 -0.20
C -0.558771 -0.967029 0.179723 -2.31 0.45 0.95
C 1.633286 0.533714 -0.017446 -0.42 -0.03 0.82
N -1.556812 1.360174 0.498216 -0.48 0.01 -0.07
C 0.805245 0.780385 0.966824 0.65 1.03 0.38
C -0.646630 0.375030 1.028678 1.27 -1.87 -1.20
C 2.461254 0.180906 -0.948090 0.27 0.08 -0.36
N -0.202082 -2.088230 0.630913 0.67 -0.28 -0.18
H 0.186753 -2.076594 1.572071 -0.23 0.30 0.16
H -1.255925 1.695968 -0.410505 0.04 0.02 0.17
H -1.646287 2.153672 1.122304 0.06 -0.06 -0.08
H 1.121293 1.409188 1.790660 0.38 0.19 -0.03
H -0.930566 0.127906 2.058103 0.05 0.02 -0.25
H -2.213215 -0.653123 -1.111774 -0.08 0.05 0.00
H -1.036540 -1.859871 -1.687179 0.03 -0.02 0.00
H -0.669969 -0.125627 -1.771804 0.00 0.09 -0.18
H 2.593284 0.762255 -1.848478 -0.07 0.14 -0.09
H 3.072691 -0.705101 -0.865495 0.00 -0.16 0.15
```
Positions in Å, forces in eV/Å.

Summary:
SMILES = [H]/N=C(/C)[C@H](N)C=C=C
total charge = 0
highest occupied orbital energy = -8.9820 eV
energy relative to the best compared isomer or geometry (same formula, charge and spin) = 237.9 kJ/mol